53
Properties=species:S:1:pos:R:3:forces:R:3 method="wB97M-V/def2-TZVPD" e_tot_ha=-1056.26689 total_charge=+1 orbital_gap_ev=7.12 relative_energy_kj_mol=52.9 lumo_energy_ev=-3.61 molar_mass_g_mol=338.5
C -1.287101 -1.375928 -0.059181 0.1578 -0.5762 -0.8856
C -1.905779 4.499731 1.479678 0.1790 0.2653 -0.0341
C -1.088536 -2.274740 -2.284668 -0.2640 -0.1464 -0.2671
C 1.705487 -0.135522 2.868705 -0.1714 -0.4686 0.3111
H -3.033598 -2.703081 -6.373110 0.4655 -0.0786 0.1249
H -2.760831 -6.096862 -4.237223 0.3862 0.2657 0.0770
H 1.335088 -0.013462 -1.508686 -0.3409 -0.0974 0.0789
N -1.529365 -3.072030 -3.352639 0.6625 -0.0387 0.3664
C -2.216041 -5.149306 -4.360399 -0.3292 0.0979 -0.1134
N 1.244302 1.254353 2.701202 -0.9420 0.5394 -0.9884
H -1.173034 -5.327816 -4.696661 -0.5076 -0.0180 -0.1146
C -1.989920 -2.318360 -4.518239 -0.6639 0.1776 0.1035
H 1.279796 3.177067 3.582584 -0.0263 -0.3010 -0.0033
C -0.057525 2.916578 1.478284 -0.1581 1.5984 -0.3228
H 1.368669 -0.707126 1.998801 0.0005 0.1078 0.1750
H 3.680222 -0.175900 2.036438 -0.0845 -0.0122 0.0794
H 0.534939 -1.389029 -3.441177 -0.1274 -0.1054 0.3450
H -1.510242 -4.903224 -2.341101 -0.1825 0.1889 -0.0989
C 3.845714 0.831275 3.935306 -0.0418 -0.0123 0.5058
C -1.447873 3.184644 1.468115 0.6603 -0.3929 0.2158
H -2.133799 2.336090 1.511760 0.0502 0.3488 0.0653
H -1.199268 -1.619116 -4.808375 -0.2408 -0.0411 -0.0265
H 1.224053 -0.553219 3.767299 -0.0419 0.3019 -0.2122
O -2.975393 -4.422974 -5.332295 0.7318 0.2249 0.2520
C -2.319989 -3.211716 -5.708831 0.1788 -0.3687 -0.0747
H 3.459610 2.794303 4.764103 -0.0272 -0.0927 -0.2635
C 0.012395 -1.418626 -2.484237 0.0131 0.2499 0.6591
C -0.995570 5.568033 1.432883 0.1018 -0.5047 0.0027
H 1.259631 1.809289 4.717797 -0.0335 -0.0935 -0.3740
C 3.220698 -0.230442 3.030038 0.1871 0.1482 -0.4867
H 1.902107 3.780083 1.132106 -0.2129 0.1341 0.2257
H -1.806451 -1.303208 0.900281 0.1878 0.0313 -0.2367
C 3.195904 2.216009 3.868979 0.2205 0.1571 -0.3105
C -1.732061 -2.278690 -1.030447 0.2817 0.4484 0.0897
H 3.447918 -1.221943 3.435532 -0.0313 0.1235 -0.2024
C 0.843456 3.996167 1.284803 -0.4010 -0.3389 0.4479
H 3.816728 0.478331 4.973127 -0.0003 0.0508 -0.1164
C 0.436894 -0.631108 -1.413835 -0.5910 -0.4503 -0.6421
H -2.602138 -2.904282 -0.836675 0.2837 0.1188 -0.0939
C 1.678937 2.177876 3.767353 0.1808 0.1347 0.3252
H -3.162431 -4.249503 -2.627337 0.2316 -0.1398 -0.1601
C 0.420499 1.571853 1.728743 0.5924 -0.3867 1.3463
H -2.895694 -1.728119 -4.269315 0.2786 -0.1408 0.0898
N -0.227344 -0.586187 -0.253408 0.1425 0.0534 0.5203
H -2.977373 4.701068 1.549687 0.3817 -0.0950 -0.0913
H 0.027413 0.747521 1.127901 0.2601 -0.2096 -0.2176
H 4.897941 0.941346 3.662296 -0.0628 -0.1084 0.1916
H 1.089006 6.136456 1.242082 -0.2783 -0.3102 -0.1052
H -1.369544 -3.420339 -6.241186 -0.4722 -0.1891 0.0179
H -1.354564 6.597514 1.480328 0.1024 -0.3435 -0.0356
C 0.377820 5.308527 1.305164 -0.2044 -0.0255 -0.1138
C -2.147450 -4.364368 -3.056217 -0.3803 0.3307 -0.1218
H 3.593687 2.762109 3.003871 -0.1006 -0.0113 0.0969

---

58
Properties=species:S:1:pos:R:3:forces:R:3 method="wB97M-V/def2-TZVPD" e_tot_ha=-1432.73733 total_charge=-1 orbital_gap_ev=4.16 lumo_energy_ev=1.16 molar_mass_g_mol=418.5
H -3.884912 2.184011 2.915286 0.0673 -0.0174 -0.3539
H 4.405023 -3.454857 -2.496125 -0.0392 0.1279 0.1489
C -1.761325 -1.864288 -0.673635 -1.2536 -0.7696 -0.6643
C -4.125919 2.806849 0.844717 -0.1529 0.2119 0.1399
C -5.210960 -0.707065 -0.789226 -0.1196 0.3520 0.0542
C 0.966826 2.067137 1.706239 -1.7427 0.5332 -0.8642
H 3.195180 1.021037 2.621668 -0.0229 0.2469 0.0849
C -4.339962 -2.680613 0.447473 0.2380 -0.1166 0.3597
N 0.403328 -1.610828 -0.867582 -2.8145 -0.1496 0.5064
H -3.607707 -3.492781 0.437097 -0.2726 0.0975 0.1451
N 1.312702 3.336202 -1.467778 -0.7184 -0.7359 1.4193
H -4.021751 3.598371 -1.170871 0.1611 -0.1872 0.2351
C -4.157846 -1.805955 -0.774127 -0.3466 0.3549 0.0347
H 3.648257 0.131157 -1.820148 0.1860 0.0306 -0.1532
C -4.264043 -2.598789 -2.059961 0.2680 -0.1846 -0.3689
N -0.614931 -0.947012 -0.521709 2.4839 -1.5088 -0.1089
O 2.252940 2.440471 1.442474 0.9375 -0.3700 0.9725
O 2.531116 -2.138714 -0.988875 -0.1279 0.7690 0.0685
H 4.313357 -2.364877 0.984294 0.0705 0.1990 -0.0616
C -1.330489 2.463139 0.649287 -0.2613 0.3929 -0.1826
H -5.206694 2.950681 0.932726 0.3016 -0.0460 -0.0707
C 0.100887 2.318457 0.551739 1.0353 0.0874 1.6750
O 2.049622 -0.060805 -0.089283 -1.1810 -2.2424 -1.0273
H 5.530513 -1.252743 0.307469 -0.0347 -0.0426 -0.0146
H -5.155614 -0.077566 0.110759 0.0664 -0.1565 -0.2760
C 4.467073 -1.500936 0.324772 -0.0494 0.2640 0.5347
H -6.207990 -1.177168 -0.833018 0.3528 0.1737 0.0175
C 4.555549 2.634950 2.132521 0.2289 0.3232 -0.1858
C 3.982566 -1.849569 -1.060102 -0.0005 -0.1561 0.1379
H 4.647516 -3.921135 -0.798980 -0.0796 0.1788 -0.0845
H -5.283069 -2.988088 -2.142457 0.1072 0.0168 -0.0019
H -1.536871 3.360869 -1.330942 -0.2649 -0.2685 0.3587
C -3.459700 3.163428 -0.338625 0.2903 -0.1375 0.3361
H -5.091301 -0.062500 -1.672277 0.0015 -0.1447 0.2828
H -5.351378 -3.095075 0.451403 0.0878 0.0145 -0.0122
C 4.192568 -0.773391 -2.098582 -0.2768 0.3719 -0.1365
H 2.846705 2.579934 3.428291 -0.0158 -0.2690 -0.0539
H 4.835224 2.392078 1.099514 -0.1385 -0.0566 0.2160
H -4.078477 -1.945435 -2.922041 -0.0144 -0.1467 0.1447
O -1.719926 -3.081620 -0.754166 0.3326 2.1171 0.3232
H 5.293798 2.189288 2.809246 -0.0381 0.0991 -0.0887
H 3.900538 -0.651192 0.706506 0.3313 -0.1130 0.0982
H -3.556325 -3.432512 -2.072796 -0.2156 0.1611 -0.0873
C 3.186549 2.113925 2.497276 -0.5704 0.0054 -0.4157
C 0.795514 2.869708 -0.518638 0.6241 0.9214 -2.6173
H -1.408264 1.864018 2.708571 -0.4299 0.0329 -0.3011
O -2.866622 -1.099207 -0.682809 0.5784 -0.9160 -0.0721
C -2.016178 2.180479 1.859681 -0.0635 0.0020 -0.1949
C 1.697880 -1.124543 -0.578354 2.4251 1.9735 0.3436
C -3.390674 2.362217 1.954894 0.0825 0.0583 -0.4307
O 0.609323 1.669980 2.812227 0.7459 -0.2083 -0.0356
H 5.256374 -0.545825 -2.204977 -0.1079 0.0109 0.0599
H 4.607860 3.729585 2.241601 -0.0405 -0.3311 -0.0737
H 5.797440 -2.827373 -1.591289 -0.3489 -0.0712 0.0331
C -2.075514 3.017329 -0.438346 -0.1200 -0.2541 0.4076
H -4.206810 -2.075445 1.353423 -0.0349 -0.1614 -0.1468
H 3.817228 -1.143196 -3.059414 0.0663 0.1556 0.0861
C 4.731817 -3.094197 -1.514046 -0.1728 -0.5222 -0.1393

---

57
Properties=species:S:1:pos:R:3:forces:R:3 method="wB97M-V/def2-TZVPD" smiles="CCN(CC)S(=O)(=O)c1ccc(N2CCCCC2)c(NC(=O)c2ccncc2)c1" e_tot_ha=-1659.95830 orbital_gap_ev=8.43 relative_energy_kj_mol=292.5 lumo_energy_ev=0.05 molar_mass_g_mol=416.5
C 2.023432 -0.988861 1.914308 -0.2399 -0.0016 0.0075
H 3.763657 -1.546550 0.774281 0.1375 -0.0284 0.0825
H -1.428020 1.688288 3.933275 -0.0555 0.0664 0.0110
H 0.147504 0.033457 -5.404913 -0.0635 0.0260 -0.1194
C -1.989543 0.477320 -0.466100 -0.0080 0.0036 0.1254
C 2.117809 -1.049837 -0.470916 0.3550 -0.0473 -0.2462
H 0.790420 1.396572 -4.490067 -0.0515 0.1348 -0.0292
H 5.170102 0.310099 -3.200553 0.1018 0.0163 -0.0370
H 2.553073 1.882344 -3.042607 -0.0119 -0.0702 0.1283
C 4.540669 1.143834 -3.498554 -0.2170 -0.0583 0.1073
H -2.948642 -0.873728 4.557389 -0.0708 -0.0161 -0.0131
H -0.004526 1.162432 5.941474 0.0353 -0.0719 0.0645
O -1.765070 0.153891 -1.614123 -0.0160 -0.0672 -0.0796
H -1.466007 0.562134 1.503285 -0.0476 0.0040 -0.1455
H 1.146949 -0.936220 4.642879 0.0290 0.0297 -0.0810
H 1.679110 -1.528504 -4.249952 -0.0013 0.1163 -0.2506
O 2.437121 -2.658340 -2.521474 -0.2439 0.1177 -0.0850
C -0.434365 0.382984 5.312598 -0.0647 0.1366 -0.1066
N -0.077084 -0.339897 3.010080 -0.0179 0.2000 -0.0624
H 2.504769 -1.148178 2.865671 0.0148 -0.0124 0.1099
H -3.048373 0.126088 3.115227 -0.0429 -0.0421 -0.0323
N -1.165178 0.245989 0.590677 -0.0453 0.0767 0.3619
C 2.736366 -1.221083 0.749460 0.2021 -0.0422 -0.1815
C 1.889084 -0.458161 -4.251451 -0.3775 -0.2738 -0.3897
C 0.692371 -0.580439 1.869517 0.1884 -0.0847 -0.3080
C -4.590688 2.657628 1.224280 0.2320 0.0567 0.1709
C 0.598740 -0.060588 4.261987 0.1235 0.1288 0.0927
H -1.027560 -1.981593 3.892789 0.0067 -0.0308 -0.0901
H -0.116147 0.127057 -3.663614 -0.0933 -0.0150 0.0709
H -2.479753 2.425840 1.495765 0.0731 0.0296 0.0715
C -5.612528 1.454725 -0.403518 0.1134 -0.2375 -0.2211
H -6.540144 1.233629 -0.914184 -0.0235 -0.0929 -0.0961
C 0.596134 0.326890 -4.459508 0.2984 -0.1104 0.0889
H 2.588410 -0.245882 -5.070024 -0.0047 -0.0902 0.1002
H -0.698339 -0.455192 5.959403 0.0219 -0.0139 0.0698
H -4.384488 0.126451 -1.580756 -0.0148 -0.0533 -0.0858
C 0.107578 -0.329081 0.605426 0.3870 -0.1967 -0.1869
N -5.696465 2.338754 0.575664 -0.4323 0.2642 0.1501
C -3.351907 2.099048 0.948439 -0.0437 -0.1608 -0.1919
C -2.360884 -0.266932 3.867907 0.1295 0.0662 -0.0107
H -4.704526 3.397185 2.006172 0.0949 0.0627 0.0701
H 5.040277 2.076359 -3.248643 0.0696 0.1069 -0.0244
C 0.816167 -0.598257 -0.553732 -0.2187 0.0165 -0.0290
C 3.208776 1.054351 -2.756720 0.3910 0.3606 0.1452
H -1.612202 -1.573941 2.282388 0.0643 -0.0089 0.0735
C -1.272127 -1.142902 3.224320 -0.2879 -0.2258 0.0952
H 3.389214 1.115248 -1.680109 -0.0241 0.2846 -0.0336
C -1.699040 0.888609 4.625204 -0.0523 -0.1032 0.1602
C -3.266752 1.153495 -0.070809 -0.4169 0.2212 -0.0498
H 4.389578 1.109525 -4.574591 0.0332 0.0317 -0.1246
H 0.367775 -0.439701 -1.518140 -0.1074 0.0909 -0.0157
C -4.427222 0.838748 -0.772096 0.2210 0.0517 0.1225
S 2.976489 -1.438359 -1.993625 -0.2112 0.1568 0.0677
H -2.391879 1.301567 5.358468 -0.0092 0.0720 -0.0205
O 4.388855 -1.392237 -1.722931 -0.1663 0.2444 0.1406
N 2.500027 -0.184864 -2.970693 0.3343 -0.9499 0.6037
H 1.319399 0.738962 4.072490 0.0236 -0.0681 0.0553

---

59
Properties=species:S:1:pos:R:3:forces:R:3 method="wB97M-V/def2-TZVPD" e_tot_ha=-1845.46300 total_charge=+1 orbital_gap_ev="7.26 / 5.36" relative_energy_kj_mol=0.0 lumo_energy_ev="-3.57 / -5.52" spin_multiplicity=5 molar_mass_g_mol=535.5
C -2.794766 -1.578195 -4.837263 0.0251 0.0039 0.0824
H -0.427847 5.162001 2.063443 0.0169 -0.0086 -0.0146
H -4.482191 -1.420705 -6.167762 -0.0013 0.0039 -0.0124
C 3.166023 1.579918 2.538070 0.0252 0.0294 -0.1627
H -3.268071 0.934481 -1.261254 0.0002 0.0223 -0.0162
O 0.541211 -0.227687 -1.267064 0.1651 0.2220 0.3564
C 0.170529 -2.847944 -2.815724 -0.0074 0.0693 -0.0133
Rh 0.620029 0.026818 0.929166 -0.0099 -0.4630 -0.6448
H -3.939428 0.198081 -4.476409 -0.0103 -0.0225 0.0032
H 3.635882 -1.055766 3.023140 -0.0092 0.0245 -0.0232
C 3.611112 1.355618 1.112386 0.1072 0.0407 0.2507
C -3.126473 -0.429595 -4.128901 0.0156 -0.0085 -0.0146
H 1.102703 -2.331793 -3.051872 0.0278 -0.0520 0.0204
C -1.724695 -2.348772 -4.391641 -0.0304 -0.0244 -0.0512
N -0.462949 -2.035976 2.975506 -0.6237 -0.8655 0.7968
C -2.812909 1.181623 -2.221441 -0.0511 -0.0574 0.0362
C -0.707723 0.134431 3.603138 -0.0986 -0.6987 0.0219
C -0.488582 4.146172 2.425917 -0.0632 -0.0405 0.1041
C -1.389540 -0.877066 -2.541903 -0.0263 0.0468 -0.0277
H -1.452988 -3.237630 -4.951378 0.0208 -0.0118 0.0481
H -1.925279 1.786215 -2.019942 -0.0348 0.0454 0.0088
C 0.244523 -2.816764 2.206153 0.1314 0.5267 -0.1896
H 4.028455 1.654802 3.204360 0.0018 -0.0211 0.0041
H 3.478564 -0.107905 4.524751 -0.0265 0.0232 -0.0051
C -0.962780 3.861463 3.698642 0.0323 0.1057 -0.1113
H 2.601127 2.512798 2.586420 0.0523 0.0253 0.0415
C -3.560725 -1.989972 -6.062357 0.0890 0.0086 -0.0125
H -0.963288 -0.175416 4.612361 -0.1417 0.0281 -0.0335
H -2.955820 -1.834151 -6.958084 -0.0453 0.0020 -0.0141
C 2.814817 1.576875 -1.110976 -0.0051 0.0004 -0.1988
O 2.472911 1.534179 0.277310 -0.2018 -0.1879 -0.0209
H -1.267191 4.662037 4.359205 -0.0193 -0.0140 0.0044
C -0.693854 -0.533281 -1.271906 -0.3957 -0.1552 -0.2399
N 0.082483 -4.138650 2.298041 0.0759 -0.0247 0.0285
C 2.939827 -0.507289 3.662212 0.0252 -0.0605 0.0599
H 3.564332 2.352031 -1.283378 -0.0068 0.0042 0.0697
H 0.173579 -3.811735 -3.321150 -0.0089 -0.0077 0.0139
H 3.195402 0.612375 -1.453247 -0.0063 -0.0018 0.0489
O 2.289050 0.548011 2.962298 -0.1445 -0.0149 -0.0118
H 1.908566 1.808929 -1.661913 0.0302 -0.0276 0.0138
H 0.695741 -4.761122 1.805230 -0.0027 -0.0439 0.0053
N -0.151069 1.828543 2.021161 0.0489 -0.1440 0.0992
H -3.515698 1.786744 -2.790858 0.0149 0.0043 -0.0123
H 4.022818 0.347304 0.985640 0.0034 0.0138 -0.0534
H 2.165151 -1.188823 4.007951 0.0182 -0.0068 -0.0207
N -0.425569 -0.741784 2.708572 0.5894 0.7337 -0.2697
S 1.490226 -2.203432 1.131439 -0.0662 0.2433 -0.1041
C -0.641719 1.536472 3.241911 0.0189 0.6263 -0.1384
C -0.086671 3.093227 1.620770 0.0011 0.1366 -0.0018
C -1.002083 -2.013682 -3.256682 -0.0012 0.0477 0.0033
H 0.307455 3.269003 0.627621 0.0332 -0.0444 0.0130
H -0.591606 -4.507443 2.948559 -0.0141 0.0070 -0.0108
C -1.046387 2.543910 4.111658 0.0116 -0.2409 -0.0286
H 0.158731 -3.017902 -1.737149 0.0104 -0.0387 -0.0057
H -3.809926 -3.050266 -6.016929 -0.0298 0.0067 -0.0268
H 4.383954 2.083670 0.848825 -0.0299 0.0166 -0.0627
H -1.422512 2.287366 5.092748 0.0014 -0.0075 -0.0052
C -2.443400 -0.067436 -2.976811 0.0990 -0.0123 0.1106
O -1.321465 -0.546913 -0.180612 0.4197 0.2387 0.3131